Entry 1:
Below is a structure of composition C29H49N7NiOS3Sb in a non-equilibrium geometry, with properties calculated with ωB97M-V with the def2-TZVPD basis set.

Its total charge is +1. The frontier orbital gap (alpha / beta) comes out at 6.76 / 6.76 eV. For the max |F|, the calculation gives 3.347 eV Å⁻¹. Its relative energy (zero: lowest compared OMol25 entry of this formula, charge and spin) is 289.7 kJ/mol. The total energy is -123423.374 eV. Its LUMO energy (alpha / beta) is -0.0713 / -0.0713 hartree.

Last column: Mulliken charge in e.
Positions of all 91 atoms, in Å:
1 Ni -0.7792 -0.6971 -0.5621  0.029
2 C 2.7562 -4.6685 -0.9595  -1.085
3 C 1.9764 -3.9498 -1.9952  1.013
4 N 2.0819 -4.1025 -3.2721  -0.804
5 N 1.1996 -3.2002 -3.8054  0.243
6 C 0.5446 -2.4784 -2.8897  0.218
7 S -0.5643 -1.2446 -3.0709  -0.398
8 N 1.0368 -2.9716 -1.7150  0.430
9 N 0.6220 -2.4669 -0.4959  -0.756
10 H 3.0999 -5.6159 -1.3662  0.380
11 H 2.1549 -4.8570 -0.0709  0.291
12 H 3.6272 -4.0818 -0.6636  0.159
13 H 1.1119 -3.1047 -4.8025  0.173
14 H 1.4017 -2.0607 0.0325  -0.112
15 H 0.1565 -3.1845 0.0501  0.263
16 C 5.8774 0.6542 1.2494  -1.472
17 C 4.8586 -0.4758 1.1026  1.541
18 C 5.2215 -1.3004 -0.1247  -2.045
19 C 4.8946 -1.3635 2.3468  -1.760
20 Sb 2.7333 0.1512 0.9537  0.954
21 C 2.5583 1.2814 -0.9446  1.798
22 C 3.4705 2.5065 -0.9661  -1.557
23 C 1.0989 1.7164 -1.1018  -0.960
24 C 2.8858 0.3535 -2.1076  -1.853
25 C 2.2522 1.5883 2.8960  1.378
26 C 3.6037 2.1321 3.2832  -1.733
27 C 1.2965 2.5883 2.3118  -0.917
28 C 1.6934 0.5351 3.8207  -1.294
29 H 6.8866 0.2287 1.3007  0.461
30 H 5.7307 1.2370 2.1530  0.287
31 H 5.8572 1.3376 0.4002  0.267
32 H 6.1736 -1.8129 0.0540  0.592
33 H 5.3500 -0.6764 -1.0079  0.363
34 H 4.4708 -2.0645 -0.3486  0.188
35 H 5.9082 -1.7513 2.4964  0.471
36 H 4.2197 -2.2185 2.2558  0.347
37 H 4.6186 -0.8146 3.2497  0.288
38 H 3.2310 3.2048 -0.1612  0.222
39 H 3.3566 3.0435 -1.9152  0.475
40 H 4.5226 2.2335 -0.8743  0.315
41 H 0.7401 2.3502 -0.2962  0.254
42 H 0.4250 0.8442 -1.1948  -0.323
43 H 0.9900 2.2714 -2.0416  0.541
44 H 3.8994 -0.0400 -2.0662  0.288
45 H 2.7846 0.9074 -3.0481  0.492
46 H 2.1857 -0.4836 -2.1542  0.247
47 H 4.0722 2.6826 2.4701  0.395
48 H 4.2699 1.3401 3.6183  0.361
49 H 3.4938 2.8299 4.1286  0.488
50 H 1.7583 3.1628 1.5116  0.078
51 H 0.9795 3.3048 3.0863  0.371
52 H 0.3927 2.1120 1.9304  -0.155
53 H 2.2626 -0.3935 3.7872  0.292
54 H 0.6498 0.3157 3.5955  0.199
55 H 1.7325 0.8934 4.8586  0.420
56 N -1.1894 -0.7872 1.3988  -0.598
57 H -0.5020 -1.2594 1.9780  0.307
58 H -2.1157 -1.1359 1.6201  0.240
59 H -1.1679 0.1921 1.6766  -0.013
60 C -4.7665 -0.6012 -3.4418  -0.806
61 N -5.1926 0.5043 -2.5931  0.317
62 C -6.4304 1.1292 -2.6653  -0.295
63 C -6.4513 2.0703 -1.7021  -0.637
64 N -5.2253 1.9892 -1.0646  0.141
65 C -4.4581 1.0354 -1.6099  -0.122
66 S -2.6325 0.2706 -1.0315  0.411
67 H -5.1170 -0.4273 -4.4561  0.372
68 H -5.1720 -1.5409 -3.0702  0.289
69 H -3.6812 -0.6557 -3.4422  0.205
70 H -7.1695 0.8523 -3.3957  0.455
71 H -7.2090 2.7809 -1.4267  0.432
72 H -4.8952 2.5684 -0.3083  0.101
73 C 0.6302 6.4294 7.0870  -1.140
74 C 0.0234 5.6159 5.9763  0.716
75 O 0.4170 4.5355 5.6354  -0.488
76 S -1.3537 6.4600 5.1850  -0.226
77 C -1.7349 5.2879 3.9145  0.046
78 C -2.2466 4.0384 4.2463  -0.540
79 C -2.4937 3.1092 3.2532  -0.217
80 C -2.2374 3.4226 1.9170  0.796
81 C -1.7524 4.6893 1.5891  -0.414
82 C -1.5013 5.6175 2.5850  -0.630
83 C -2.4094 2.4312 0.8942  0.040
84 C -2.5425 1.5703 0.0558  -0.924
85 H 0.8701 5.7691 7.9182  0.313
86 H -0.0283 7.2302 7.4176  0.390
87 H 1.5585 6.8672 6.7173  0.289
88 H -2.4316 3.7921 5.2828  0.451
89 H -2.8659 2.1254 3.5089  0.473
90 H -1.5467 4.9282 0.5541  0.475
91 H -1.1016 6.5914 2.3355  0.442



Entry 2:
Below is a structure of composition C29H50BrCaNOP2 in a non-equilibrium geometry, with properties calculated with ωB97M-V with the def2-TZVPD basis set.

Its total charge is +2. The frontier orbital gap (alpha / beta) comes out at 3.34 / 3.31 eV. For the max |F|, the calculation gives 2.980 eV Å⁻¹. Its relative energy (zero: lowest compared OMol25 entry of this formula, charge and spin) is 0.0 kJ/mol. The total energy is -141465.945 eV. Its LUMO energy (alpha / beta) is -0.2705 / -0.2715 hartree.

Last column: Mulliken charge in e.
Positions of all 85 atoms, in Å:
1 N -5.9909 4.8418 -4.4137  -0.495
2 C -5.9937 5.4756 -3.2429  -0.318
3 C -5.1517 5.1068 -2.1845  -0.499
4 C -4.1926 4.0706 -2.3767  0.676
5 C -4.2108 3.4113 -3.6433  -0.264
6 C -5.1351 3.8405 -4.6082  -0.440
7 C -3.1606 3.7649 -1.3915  -0.379
8 Ca 0.1026 2.3520 0.2874  1.445
9 P 5.3757 -0.6203 0.1940  -0.258
10 C -1.9033 3.2528 -1.7135  -0.492
11 C -1.6257 1.8398 -1.4550  -0.123
12 C -0.5280 1.1695 -2.0623  -1.018
13 C -0.3174 -0.1929 -1.8700  -0.514
14 C -0.9460 -0.8615 -0.7951  0.928
15 C -1.8494 -0.1102 -0.0083  -0.770
16 C -2.3040 1.1364 -0.4187  -0.546
17 Br 1.7777 0.0736 0.2767  -0.742
18 H -3.3942 4.0064 -0.3526  0.430
19 H -1.2781 3.8287 -2.4445  0.408
20 H -5.2170 5.6244 -1.2196  0.361
21 H -3.5661 2.5705 -3.8931  0.372
22 H -6.6697 6.3202 -3.1047  0.361
23 H -5.1718 3.3567 -5.5902  0.358
24 H 0.1323 1.7233 -2.7350  0.504
25 H -3.2294 1.5644 -0.0094  0.417
26 H 0.4033 -0.7039 -2.5168  0.185
27 H -2.2301 -0.5345 0.9231  0.370
28 P -0.8961 -2.6471 -0.4183  0.789
29 C 4.9490 1.1086 0.5246  0.128
30 C 6.0593 2.0553 0.0466  -1.306
31 H 4.7851 1.2219 1.6101  0.337
32 H 4.0054 1.2723 -0.0132  -0.161
33 H 5.8039 3.0711 0.3501  0.388
34 H 7.0283 1.7789 0.4882  0.366
35 H 6.1786 2.0389 -1.0462  0.307
36 C 4.7078 -1.1424 -1.4175  0.656
37 C 5.5577 -2.2990 -1.9610  -1.294
38 H 4.7512 -0.2760 -2.0984  0.336
39 H 3.6624 -1.4245 -1.2317  -0.683
40 H 5.2320 -2.5301 -2.9763  0.396
41 H 6.6200 -2.0228 -1.9869  0.379
42 H 5.4671 -3.2076 -1.3558  0.309
43 C 4.6319 -1.7726 1.4025  0.257
44 C 5.5885 -1.9506 2.5881  -1.373
45 H 4.4713 -2.7467 0.9059  0.265
46 H 3.6670 -1.3242 1.6779  -0.217
47 H 5.1530 -2.6432 3.3114  0.393
48 H 6.5496 -2.3572 2.2434  0.366
49 H 5.7998 -1.0094 3.1065  0.330
50 C -0.6814 -3.0383 1.3391  0.047
51 C -1.0893 -4.4353 1.8432  -1.315
52 H -1.2827 -2.2922 1.8989  0.238
53 H 0.3815 -2.8283 1.5772  0.466
54 H -2.1293 -4.4133 2.1922  0.324
55 H -1.0084 -5.2321 1.0936  0.339
56 H -0.4519 -4.7002 2.7000  0.400
57 C 0.2729 -3.5476 -1.4662  -0.491
58 C 0.0035 -3.3570 -2.9707  -1.200
59 H 0.1357 -4.6213 -1.2074  0.501
60 H 1.2932 -3.2489 -1.1875  0.354
61 H -0.8576 -3.9473 -3.3074  0.348
62 H -0.1768 -2.3130 -3.2530  0.284
63 H 0.8786 -3.6991 -3.5306  0.397
64 C -2.5233 -3.2704 -0.9361  -0.784
65 C -3.7719 -2.8600 -0.1440  -1.240
66 H -2.4258 -4.3706 -0.9531  0.614
67 H -2.6518 -2.9346 -1.9859  0.549
68 H -4.2194 -1.9565 -0.5824  0.322
69 H -4.5357 -3.6486 -0.2493  0.370
70 H -3.6099 -2.6717 0.9249  0.275
71 C -2.5640 2.0533 3.9408  -1.144
72 C -1.5219 2.7382 3.0721  -0.511
73 O -0.6628 1.8329 2.2995  -0.066
74 C -0.2807 0.6416 3.0423  0.079
75 C 0.4441 0.9549 4.3267  -1.394
76 H -3.2277 1.3866 3.3685  0.291
77 H -3.1993 2.8388 4.3769  0.431
78 H -2.1309 1.4707 4.7617  0.325
79 H -2.0120 3.3759 2.3341  0.436
80 H -0.8381 3.3582 3.6723  0.382
81 H -1.2156 0.1297 3.2565  0.303
82 H 0.3069 0.0346 2.3590  0.119
83 H -0.1418 1.6822 4.9131  0.346
84 H 0.5289 0.0184 4.9007  0.382
85 H 1.4660 1.3693 4.1984  0.299



Entry 3:
Below is a cluster of 18 separate species, C29H50Cl34FN2O5 in total in a non-equilibrium geometry, with properties calculated with ωB97M-V with the def2-TZVPD basis set.

Its total charge is -1. The frontier orbital gap comes out at 7.11 eV. For the max |F|, the calculation gives 7.141 eV Å⁻¹. The total energy is -472577.629 eV. Its LUMO energy is 0.0535 hartree.

Last column: Mulliken charge in e.
Positions of all 121 atoms, in Å:
1 C 3.1434 -1.2271 4.8144  -0.752
2 C 2.3450 -1.3355 3.7625  -0.775
3 C 1.3355 -1.1389 2.5385  0.850
4 N 1.1170 0.2405 2.0605  1.355
5 C 1.4517 1.3333 2.9881  0.242
6 C 3.0209 1.7904 2.8166  0.272
7 O 3.3975 2.8382 3.4441  -0.645
8 O 3.9779 1.0752 2.0372  -0.219
9 C -0.0803 0.4533 1.2167  0.678
10 C -1.4031 1.0109 1.9450  -0.327
11 C -1.7363 0.4088 3.3982  -0.523
12 C -3.2959 -0.0839 3.5824  -0.446
13 N -3.3431 -1.5078 4.1163  -0.673
14 C -0.4286 -0.8394 0.2572  0.440
15 C -1.6071 -1.7785 0.8359  0.304
16 O -1.3900 -2.9414 1.3568  -0.520
17 F -3.0283 -1.4244 0.7665  -0.353
18 C 0.3445 1.6300 0.1336  -0.967
19 O -0.5307 2.3769 -0.4482  -0.749
20 O 1.7133 1.8643 -0.1319  -0.497
21 H 3.7266 -1.3543 5.8013  0.354
22 H 1.7932 -1.7443 1.6468  -0.071
23 H 0.3688 -1.7372 2.8148  0.174
24 H 0.8611 2.3174 2.7376  -0.977
25 H 1.1975 1.1341 4.1119  0.479
26 H 3.7033 0.1353 1.8978  0.216
27 H -2.3235 0.9393 1.2299  0.491
28 H -1.2413 2.1593 2.0850  -0.044
29 H -1.6143 1.2744 4.1744  0.407
30 H -1.0559 -0.4381 3.7664  0.176
31 H -3.9297 0.0621 2.6361  0.235
32 H -3.7842 0.5630 4.4205  0.296
33 H -3.2781 -1.4979 5.1552  0.289
34 H -2.5108 -2.0417 3.8118  0.221
35 H 0.5236 -1.4073 -0.0766  -0.781
36 H -0.8509 -0.3600 -0.7220  0.637
37 C 1.2613 5.1543 0.8680  0.252
38 Cl 0.8944 4.1140 2.2474  -0.073
39 Cl 0.2696 6.6178 0.8959  -0.120
40 H 2.3130 5.4383 0.9076  0.415
41 H 1.0615 4.6053 -0.0532  -0.343
42 C 0.1608 -5.7290 0.1843  -0.301
43 Cl 1.3424 -4.6400 0.9184  -0.015
44 Cl 0.3365 -5.7714 -1.5750  -0.149
45 H 0.3107 -6.7336 0.5799  0.426
46 H -0.8425 -5.3809 0.4317  0.147
47 C 3.1022 5.2434 5.9388  0.175
48 Cl 2.7368 4.1900 7.3110  -0.186
49 Cl 2.1134 6.7102 5.9790  -0.159
50 H 4.1543 5.5245 5.9783  0.271
51 H 2.8989 4.7032 5.0131  -0.092
52 C 4.0732 -5.6709 -1.1997  0.407
53 Cl 4.8336 -4.7438 0.0974  -0.099
54 Cl 4.6968 -5.1856 -2.7821  -0.194
55 H 4.2805 -6.7301 -1.0469  0.363
56 H 2.9977 -5.4982 -1.1749  -0.564
57 C -3.2389 -3.6921 -1.7770  0.743
58 Cl -4.7177 -4.5661 -2.1977  -0.199
59 Cl -2.6615 -2.7221 -3.1370  -0.177
60 H -3.4452 -3.0328 -0.9338  -0.223
61 H -2.4675 -4.4120 -1.5024  -0.171
62 C -5.6408 -0.7228 -4.4182  0.339
63 Cl -6.7041 -2.0439 -4.9212  -0.154
64 Cl -6.5431 0.5276 -3.5529  -0.181
65 H -4.8678 -1.1210 -3.7608  -0.040
66 H -5.1826 -0.2812 -5.3004  0.025
67 C -3.5888 6.2426 0.3268  0.010
68 Cl -3.0443 4.8644 1.2882  -0.042
69 Cl -5.1778 6.8075 0.8624  -0.202
70 H -2.8702 7.0566 0.4345  -0.053
71 H -3.6536 5.9418 -0.7190  0.302
72 C 2.2003 3.7321 -2.6538  0.923
73 Cl 3.5466 2.8854 -3.4271  -0.186
74 Cl 2.5943 5.4339 -2.3706  -0.217
75 H 1.3259 3.6738 -3.3017  0.326
76 H 1.9837 3.2527 -1.6960  -0.779
77 C -3.5154 9.6280 2.5578  -0.336
78 Cl -2.1866 8.7072 1.8432  -0.079
79 Cl -3.0568 11.3162 2.8151  -0.173
80 H -4.3727 9.5919 1.8858  0.243
81 H -3.7793 9.1823 3.5167  0.315
82 C 6.9063 -1.4184 -0.7794  -0.413
83 Cl 7.4616 -2.8017 0.1675  -0.167
84 Cl 5.3124 -0.8966 -0.2202  0.008
85 H 7.6139 -0.5972 -0.6649  0.298
86 H 6.8412 -1.7056 -1.8290  0.274
87 C -8.1200 -4.3557 -0.1802  0.234
88 Cl -8.3283 -2.6198 0.0773  -0.145
89 Cl -8.1110 -5.2318 1.3555  -0.166
90 H -8.9420 -4.7243 -0.7937  0.267
91 H -7.1722 -4.5271 -0.6918  -0.182
92 C 1.5011 9.6479 3.4817  0.158
93 Cl 2.8244 8.7239 2.7632  -0.130
94 Cl 1.9671 11.3336 3.7445  -0.198
95 H 0.6428 9.6181 2.8103  0.029
96 H 1.2360 9.2002 4.4395  0.133
97 C -1.2378 -8.4186 -3.5785  -0.411
98 Cl -1.9372 -9.8894 -4.2657  -0.167
99 Cl -2.4770 -7.1886 -3.3057  -0.102
100 H -0.7651 -8.6622 -2.6271  0.335
101 H -0.4932 -8.0240 -4.2699  0.320
102 C 2.6717 -1.7163 -2.6820  -0.597
103 Cl 2.2806 -2.7722 -1.3181  0.082
104 Cl 1.6972 -0.2434 -2.6482  -0.051
105 H 3.7263 -1.4451 -2.6286  0.182
106 H 2.4746 -2.2512 -3.6113  0.397
107 C -3.9630 -0.7241 -8.4233  -0.285
108 Cl -4.1738 1.0120 -8.1657  -0.160
109 Cl -3.9556 -1.6006 -6.8886  -0.073
110 H -4.7838 -1.0934 -9.0380  0.273
111 H -3.0147 -0.8942 -8.9331  0.277
112 C 1.6117 -12.0577 -4.4261  -0.264
113 Cl 1.3952 -10.3222 -4.1726  -0.097
114 Cl 1.6206 -12.9313 -2.8895  -0.157
115 H 0.7925 -12.4306 -5.0410  0.243
116 H 2.5610 -12.2256 -4.9346  0.289
117 C 6.7196 4.2600 -1.3267  -0.273
118 Cl 7.7901 4.7895 -0.0224  -0.186
119 Cl 6.1488 2.6104 -1.0550  -0.017
120 H 5.8599 4.9288 -1.3732  0.167
121 H 7.2657 4.2953 -2.2694  0.303